Formula: C5H9N2O2
Source: the Open Molecules 2025 dataset
Level of theory: the ωB97M-V functional and the def2-TZVPD basis

Cartesian coordinates (Å):
N 2.068 -0.652 0.064
C 1.162 0.497 0.358
C -0.305 0.071 -0.301
C -1.523 0.842 -0.063
C -2.601 0.113 0.013
O -3.879 0.407 0.049
N -2.230 -1.292 0.049
C -0.838 -1.341 0.054
O -0.117 -2.314 -0.048
H 2.297 -0.498 -0.925
H 2.807 -0.635 0.738
H 1.382 -1.674 0.025
H 1.148 0.683 1.417
H 1.554 1.403 -0.018
H 0.072 -0.111 -1.422
H -1.551 1.852 -0.243
H -4.023 1.309 0.296
H -2.775 -2.131 0.249

E_tot, eV: -12398.443
Net charge: +1
Gap between HOMO and LUMO, eV: 9.22
Max |F|, eV/Å: 3.54
Structure (SMILES): [NH3+]C[C@@H]1C=C(O)NC1=O

Formula: C5H9N2O2
Source: the Open Molecules 2025 dataset
Level of theory: the ωB97M-V functional and the def2-TZVPD basis

Cartesian coordinates (Å):
C 2.463 1.018 -0.336
C 1.129 1.486 -0.210
C 1.089 -0.696 0.405
C 2.480 -0.294 0.024
C -2.923 -0.831 -0.224
N 0.336 0.537 0.218
N -3.811 0.070 -0.003
O 3.458 -1.183 0.072
O -0.899 0.631 0.505
H 3.292 1.621 -0.650
H 0.759 2.478 -0.401
H 1.019 -1.034 1.442
H -2.611 -1.494 0.569
H -2.512 -0.960 -1.214
H -4.183 0.226 0.929
H -4.096 0.725 -0.724
H 0.699 -1.495 -0.230
H 4.313 -0.805 -0.173

E_tot, eV: -12396.570
Net charge: +1
Gap between HOMO and LUMO, eV: 6.70
Max |F|, eV/Å: 2.16

Formula: C5H9N2O4
Source: the Open Molecules 2025 dataset
Level of theory: the ωB97M-V functional and the def2-TZVPD basis

Cartesian coordinates (Å):
C -0.166 0.450 1.372
C 0.101 -0.384 0.096
C -0.933 -1.548 0.011
C 0.087 0.482 -1.215
C -0.236 -0.224 -2.873
O -0.094 -1.414 -2.933
O -0.622 0.731 -3.544
N 1.389 1.144 -1.500
O 2.459 0.528 -1.196
N 1.345 2.270 -2.054
O 2.694 2.739 -2.337
H -0.626 1.386 1.199
H 0.822 0.512 1.900
H -0.777 -0.150 2.024
H 1.053 -0.837 0.309
H -1.849 -1.035 0.116
H -0.685 -2.276 0.838
H -0.900 -2.058 -0.981
H -0.757 1.147 -1.127
H 3.203 1.837 -2.385

E_tot, eV: -16498.676
Net charge: -1
Gap between HOMO and LUMO, eV: 8.05
Max |F|, eV/Å: 3.06
Structure (SMILES): CC(C)[C@H](C(=O)[O-])/[N+]([O-])=N/O

Formula: C5H9N2OS
Source: the Open Molecules 2025 dataset
Level of theory: the ωB97M-V functional and the def2-TZVPD basis

Cartesian coordinates (Å):
C -2.466 1.043 -0.106
C -3.132 -0.109 -0.297
C -0.741 -0.540 0.274
C 1.557 -0.897 -0.760
C 0.719 -1.036 0.460
N -1.159 0.869 0.175
N -0.181 1.761 0.496
O 0.630 -2.523 0.677
S -2.179 -1.484 -0.026
H -2.872 2.119 -0.127
H -4.215 -0.249 -0.557
H 0.985 -1.141 -1.632
H 2.313 -1.634 -0.721
H 1.965 0.051 -0.992
H 1.311 -0.630 1.340
H -0.524 2.708 0.513
H 0.415 1.446 1.283
H 0.719 -3.084 -0.113

E_tot, eV: -21184.971
Net charge: +1
Gap between HOMO and LUMO, eV: 9.32
Max |F|, eV/Å: 6.53

Formula: C5H9N2OS
Source: the Open Molecules 2025 dataset
Level of theory: the ωB97M-V functional and the def2-TZVPD basis

Cartesian coordinates (Å):
O -2.112 -2.171 -1.362
C -2.086 -1.368 -0.547
C -2.013 -0.387 0.274
N -0.780 -0.029 0.857
C -0.083 1.342 0.954
C 0.757 1.503 -0.399
C 1.741 0.337 -0.633
N 1.233 -0.779 -0.406
S 1.984 -2.264 -0.847
H -2.986 -0.163 0.824
H -0.048 -0.517 0.271
H -0.821 -0.369 1.805
H 0.672 1.311 1.702
H -0.741 2.157 1.125
H 0.171 1.477 -1.273
H 1.420 2.309 -0.328
H 2.743 0.653 -0.833
H 0.950 -3.043 -1.183

E_tot, eV: -21183.854
Net charge: +1
Gap between HOMO and LUMO, eV: 9.46
Max |F|, eV/Å: 4.73
Structure (SMILES): O=C=C[NH2+]CC/C=N/S

Formula: C5H9N2S
Source: the Open Molecules 2025 dataset
Level of theory: the ωB97M-V functional and the def2-TZVPD basis

Cartesian coordinates (Å):
C -0.754 1.427 0.672
C 0.450 0.822 0.252
C -2.180 -0.690 -0.610
C 1.633 1.658 0.230
C 1.450 -1.339 -0.540
N 0.365 -0.469 -0.023
N -2.925 -1.583 -0.122
S -2.201 0.730 0.380
H -0.735 2.540 0.913
H 1.390 2.693 0.401
H 2.314 1.246 0.836
H 2.062 1.606 -0.755
H 2.376 -1.102 0.197
H 1.067 -2.338 -0.456
H 1.688 -1.035 -1.598
H -2.981 -2.409 -0.681
H -3.019 -1.757 0.902

E_tot, eV: -19135.402
Net charge: +1
Gap between HOMO and LUMO (spin up / spin down), eV: 7.48 / 7.47
Max |F|, eV/Å: 4.03

Formula: C5H9N2S
Source: the Open Molecules 2025 dataset
Level of theory: the ωB97M-V functional and the def2-TZVPD basis

Cartesian coordinates (Å):
C -0.765 1.606 0.041
C 0.547 1.629 0.140
C -0.441 -0.620 -0.517
C -2.697 0.186 -0.484
C 3.316 -0.832 0.502
N -1.292 0.277 -0.310
N 1.399 0.528 0.116
S 2.793 0.504 -0.641
H -1.439 2.439 0.008
H 1.058 2.641 0.361
H -0.759 -1.620 -0.793
H -2.988 0.543 -1.512
H -2.904 -0.866 -0.451
H -3.252 0.657 0.423
H 4.350 -1.268 0.407
H 2.617 -1.520 0.018
H 3.239 -0.655 1.615

E_tot, eV: -19134.479
Net charge: +1
Gap between HOMO and LUMO (spin up / spin down), eV: 7.72 / 7.44
Max |F|, eV/Å: 3.98

Formula: C5H9N2S
Source: the Open Molecules 2025 dataset
Level of theory: the ωB97M-V functional and the def2-TZVPD basis

Cartesian coordinates (Å):
C -1.309 -0.909 0.506
C -1.983 -0.012 1.253
C 0.488 0.969 -0.010
C -0.455 -0.581 -0.636
C 0.715 -1.497 -1.011
N -0.284 1.797 0.539
N 1.715 1.193 -0.284
S -2.017 1.671 0.772
H -1.295 -1.949 0.975
H -2.620 -0.382 2.026
H -0.966 -0.158 -1.488
H 1.081 -1.985 -0.097
H 1.656 -1.091 -1.470
H 0.387 -2.178 -1.722
H 0.118 2.663 0.959
H 2.528 0.522 -0.544
H 2.241 1.927 0.232

E_tot, eV: -19137.641
Net charge: +1
Gap between HOMO and LUMO, eV: 9.52
Max |F|, eV/Å: 6.08